277
Properties=species:S:1:pos:R:3:forces:R:3 method="wB97M-V/def2-TZVPD" homo_lumo_gap_ev="8.681 / 2.926" multiplicity=2 charge=+1 s_squared=0.754 homo_energy_ev="-10.05 / -10.05" total_energy_ha=-4824.5054
C -3.79188 1.07240 16.69915 1.31 -0.63 0.43
C -2.66741 0.13415 16.13213 -1.05 0.54 0.55
C -1.98306 -0.64397 17.21440 1.17 0.00 0.82
O -3.24680 -0.82242 15.28153 -1.18 -0.38 -1.29
H -4.15454 1.87858 16.06147 -0.05 -0.46 -0.34
H -3.37728 1.56593 17.57815 0.16 0.13 0.05
H -4.57554 0.43567 17.10970 -0.27 0.05 -0.37
H -1.96602 0.68700 15.50723 0.28 0.54 0.38
H -2.63756 -1.14596 17.92695 -0.42 0.51 0.02
H -1.25974 -0.01576 17.73426 -0.21 0.08 0.36
H -1.38952 -1.48464 16.85511 0.15 0.02 -0.61
H -2.54061 -1.13559 14.71160 -0.02 -0.41 0.08
C 0.62041 2.73899 16.91829 -0.27 -0.34 -0.69
C 0.40779 2.57283 18.42879 -1.18 -2.50 -2.11
C 1.03498 1.24005 18.92075 0.09 0.33 0.39
O 0.88402 3.66974 19.03083 2.17 2.08 1.90
H 0.22081 3.67341 16.52423 0.01 0.18 0.35
H 0.12524 1.96665 16.32973 -0.40 -0.32 0.20
H 1.64902 2.66389 16.56557 0.36 0.19 0.55
H -0.66036 2.64194 18.63464 -0.58 -0.97 -0.32
H 0.64674 0.31467 18.49527 -0.01 0.27 -0.51
H 0.93320 1.04825 19.98890 -0.33 0.48 0.30
H 2.11592 1.26670 18.78306 0.08 0.02 -0.36
H 1.28063 3.35877 19.84790 0.18 0.57 0.33
C 2.24025 0.88278 7.98943 -0.51 -0.02 -0.49
C 0.98607 0.08171 8.43058 1.04 0.23 -1.33
C -0.11891 -0.07644 7.29997 0.70 0.26 1.07
O 1.51559 -1.16760 8.79194 0.74 -0.36 0.13
H 3.05247 0.90642 8.71596 -0.31 -0.24 0.41
H 1.99526 1.92181 7.76921 -0.13 0.07 -0.13
H 2.67082 0.43282 7.09486 -0.11 -0.01 -0.16
H 0.67522 0.57045 9.35395 -0.97 0.31 0.01
H -1.04328 -0.39482 7.78193 -0.12 0.16 -0.12
H 0.13985 -0.84601 6.57271 0.44 -0.16 0.25
H -0.30926 0.81950 6.70908 -0.01 0.20 0.41
H 0.84973 -1.82551 9.00495 -0.70 -0.48 0.19
C -6.10240 -5.60551 8.38802 0.42 0.90 -0.40
C -6.31524 -5.34739 9.86975 -1.18 0.00 -0.96
C -7.78813 -5.06528 10.12715 -0.56 -0.24 0.11
O -5.91620 -6.51296 10.53685 0.96 -0.22 -0.38
H -6.42812 -4.77465 7.76219 -0.37 0.29 0.21
H -6.66209 -6.47157 8.03477 0.31 -0.21 0.22
H -5.04094 -5.63786 8.14234 0.09 -0.67 0.09
H -5.77217 -4.46468 10.20740 0.49 0.11 -0.01
H -8.21240 -4.27737 9.50482 0.32 0.39 0.10
H -7.96902 -4.86584 11.18337 -0.09 0.23 -0.08
H -8.40219 -5.92569 9.86121 0.14 -0.34 0.07
H -6.26839 -6.50070 11.42983 -0.61 -0.06 0.83
C 5.88033 -0.62442 10.90584 -0.13 -0.01 -1.41
C 5.89315 -0.90668 9.36853 0.96 -0.56 0.16
C 6.15125 0.22673 8.44220 -0.80 2.13 0.00
O 6.99100 -1.80187 9.11917 0.06 -0.70 0.96
H 5.51038 -1.56234 11.32001 0.37 0.09 0.55
H 5.20410 0.18330 11.18584 -0.28 -0.01 -0.27
H 6.85834 -0.31452 11.27404 0.11 -0.41 -0.03
H 4.96596 -1.42870 9.13206 -0.29 0.12 -0.14
H 7.06016 0.77103 8.69857 0.21 -0.26 0.06
H 5.36246 0.97586 8.51079 -0.24 0.17 0.14
H 6.17452 0.00656 7.37492 0.14 -0.60 0.08
H 7.06159 -1.98534 8.17951 -0.16 0.09 -0.06
C -3.81261 2.64208 13.10966 1.15 0.17 -0.14
C -2.58027 3.57039 13.06116 0.29 0.04 1.91
C -1.93160 3.86425 14.44765 -0.96 -0.35 0.40
O -1.59524 2.93253 12.29528 -0.84 -1.35 -0.50
H -4.61109 3.05327 13.72729 -0.15 0.03 -0.42
H -3.55157 1.66411 13.51404 0.28 -0.08 0.50
H -4.07040 2.38707 12.08174 -0.61 0.46 -0.02
H -2.86158 4.55417 12.68548 -0.16 0.00 -0.62
H -2.63502 4.21008 15.20508 -0.42 0.11 -0.12
H -1.15429 4.62833 14.45658 0.17 -0.17 -0.51
H -1.54038 2.93854 14.86966 0.28 -0.11 -0.14
H -0.82096 3.49883 12.25795 0.78 0.98 -0.35
C 5.28740 2.38715 13.58668 -0.40 0.44 -0.11
O 6.65089 2.10729 13.79691 -0.22 0.81 -1.00
C 6.89487 0.87969 14.41567 0.24 -0.79 0.66
C 8.40676 0.58226 14.48436 -1.16 0.10 0.00
N 9.11394 1.39567 15.44326 0.50 0.18 -0.92
C 10.53811 1.23532 15.16532 0.32 0.88 0.55
C 11.19157 1.81357 13.86081 0.16 -0.79 1.35
O 10.87415 3.16527 13.66536 0.18 -0.03 -0.63
C 11.70048 3.73126 12.63208 -0.69 0.15 0.77
H 5.11726 3.30507 13.02404 0.76 0.14 -0.01
H 4.71057 2.54221 14.49845 0.18 -0.22 0.54
H 4.73911 1.66129 12.98618 0.27 -0.65 -0.05
H 6.40242 0.05655 13.89796 -0.10 -0.16 -0.54
H 6.39257 0.91228 15.38249 0.40 -0.19 0.55
H 8.81502 0.64193 13.47546 -0.07 0.39 -0.41
H 8.63358 -0.44548 14.76789 -0.61 -0.31 0.13
H 8.90920 2.37408 15.29866 -0.31 0.25 -0.06
H 10.75403 0.17163 15.26562 0.28 -0.06 -0.24
H 11.01677 1.73249 16.00900 0.40 0.00 -0.07
H 11.06081 1.18109 12.98276 -0.61 0.12 -0.36
H 12.25712 1.71863 14.06986 0.41 0.04 0.06
H 11.66767 3.11805 11.73152 -0.04 0.03 -0.12
H 12.73140 3.84190 12.96833 0.15 -0.18 0.08
H 11.30520 4.73077 12.45092 -0.01 -0.13 -0.19
C 0.73726 9.00115 7.31907 -0.56 -0.62 0.03
O 0.47764 8.34926 8.59076 -0.12 0.99 -0.18
C 1.31125 7.25363 8.85430 0.25 -1.17 -1.68
C 0.82355 5.94365 8.03901 0.25 1.54 1.55
N -0.28009 5.25233 8.72217 -0.47 -1.44 -0.85
C -0.71568 3.96801 8.01459 0.02 0.18 0.80
C -1.85087 3.27991 8.76507 0.42 -1.54 1.41
O -2.26890 2.07018 8.09720 -1.60 -0.48 -0.46
C -3.27840 1.27597 8.85081 1.41 1.88 0.04
H 0.31349 10.00504 7.29220 -0.08 -0.15 0.53
H 0.25715 8.44251 6.51563 -0.17 -0.10 -0.07
H 1.78066 9.07819 7.01332 0.34 -0.13 0.62
H 1.48659 7.04000 9.90869 -0.96 0.15 0.27
H 2.30869 7.56447 8.54350 0.35 -0.47 -0.50
H 1.69083 5.28596 7.98104 -0.14 -0.14 -0.45
H 0.44744 6.33219 7.09261 0.61 -0.31 -0.46
H -1.07001 5.88061 8.68490 -0.26 0.17 0.14
H 0.10283 3.25056 8.07292 0.31 0.24 -0.28
H -1.03285 4.04779 6.97481 0.24 0.52 -0.24
H -2.63822 3.96185 9.08623 -0.53 0.03 -0.51
H -1.45619 2.85222 9.68671 0.28 0.68 0.59
H -4.07561 1.95782 9.14685 -0.20 -0.08 0.01
H -2.80162 0.91038 9.76027 0.12 -0.02 0.29
H -3.70257 0.40844 8.34527 0.49 0.36 -0.74
C 3.48578 0.31864 16.21531 -0.19 0.96 -0.13
O 4.55490 -0.50466 16.49400 1.06 -0.50 0.56
C 4.65415 -1.71697 15.78476 0.45 -0.73 -0.47
C 4.46756 -2.89226 16.72383 -0.74 0.05 -0.16
N 3.09017 -2.89688 17.15284 -0.77 -0.10 0.02
C 2.84642 -3.78542 18.26289 -1.95 1.44 0.81
C 1.36085 -3.61152 18.84807 0.72 -0.38 -0.39
O 1.02137 -2.26717 19.18011 0.84 0.61 -0.01
C -0.16845 -2.08898 19.93698 0.25 -1.14 0.05
H 3.58061 1.20978 16.83579 0.04 -0.13 0.30
H 2.51975 -0.13939 16.42765 -0.25 -0.10 -0.18
H 3.54737 0.72118 15.20424 -0.32 -0.26 -0.46
H 5.62274 -1.85070 15.30303 0.41 0.55 0.17
H 3.95535 -1.73142 14.94836 -0.48 -0.14 0.09
H 5.17705 -2.85988 17.55068 0.18 0.41 0.28
H 4.62857 -3.87301 16.27627 0.29 0.08 -0.59
H 2.74871 -1.98083 17.40651 0.27 0.20 0.11
H 3.53304 -3.47010 19.04853 0.15 -0.65 0.52
H 2.98485 -4.81990 17.94860 0.02 -0.08 0.24
H 1.33729 -4.26493 19.72020 -0.13 0.08 0.36
H 0.58857 -3.96836 18.16664 0.16 -0.27 -0.42
H -0.14785 -2.74235 20.80921 0.06 -0.06 0.25
H -1.04118 -2.39894 19.36221 -0.19 0.16 -0.20
H -0.28327 -1.06862 20.30273 0.30 0.02 -0.40
C 2.34013 -0.81922 12.67990 -0.22 0.45 0.39
O 1.49534 -1.13046 13.80114 -0.57 0.15 0.24
C 0.59036 -0.08565 14.16547 -0.03 -0.59 -1.69
C -0.58063 -0.01741 13.14513 -0.98 -0.27 1.32
N -1.34349 -1.26792 13.02132 2.22 1.29 -1.75
C -2.36090 -1.30317 12.01254 -1.25 -0.27 1.26
C -2.99686 -2.63746 11.86800 0.77 -1.48 -0.48
O -1.98344 -3.59249 11.49462 -1.89 -0.44 0.63
C -2.61391 -4.86517 11.21527 0.47 -0.88 -0.81
H 1.78203 -0.76870 11.74498 -0.06 -0.28 -0.18
H 3.12598 -1.57258 12.62518 -0.26 0.07 0.04
H 2.79468 0.16033 12.82812 0.20 0.15 0.10
H 1.14060 0.85527 14.16371 -0.27 0.30 0.10
H 0.13819 -0.25971 15.14187 0.45 -0.31 0.15
H -0.34559 0.30364 12.13035 0.42 -0.10 -0.32
H -1.34885 0.70732 13.41477 0.10 0.61 0.17
H -0.74405 -2.08063 13.00497 0.27 -1.11 0.75
H -1.92710 -0.97202 11.06900 0.06 0.28 -0.14
H -3.17782 -0.68158 12.37910 0.07 0.85 -0.41
H -3.75424 -2.52114 11.09278 -0.21 -0.24 -0.19
H -3.45638 -3.03820 12.77152 -0.27 0.47 0.28
H -2.99649 -5.48204 12.02841 0.02 0.76 0.83
H -1.87843 -5.52742 10.75852 0.32 0.29 -0.08
H -3.42755 -4.80108 10.49279 -0.08 0.50 -0.07
C -6.25237 -2.57297 14.88711 -0.88 -0.06 -0.36
O -6.77878 -3.86444 14.55920 -0.18 0.30 1.23
C -5.77685 -4.71658 14.05776 -0.16 -0.23 -0.68
C -6.16330 -6.23064 13.99885 0.03 1.19 1.01
N -7.21959 -6.55899 13.02745 -0.08 -0.66 1.25
C -7.85872 -7.86632 13.38053 0.86 -0.14 -1.38
C -9.05607 -8.15868 12.52680 -0.53 0.42 -0.19
O -10.12842 -7.32803 12.91150 -0.35 -0.27 0.31
C -11.25554 -7.60094 12.11266 -0.31 0.47 -0.44
H -7.12099 -1.96253 15.13401 0.09 -0.04 0.07
H -5.75468 -2.09640 14.04254 0.03 -0.11 -0.42
H -5.53577 -2.50755 15.70583 0.01 -0.65 0.26
H -4.87481 -4.56109 14.64957 0.28 -0.41 0.13
H -5.61762 -4.26410 13.07898 0.68 -0.65 -0.72
H -6.43790 -6.52978 15.01039 -0.59 0.29 0.39
H -5.25741 -6.83288 13.92982 0.18 0.04 -1.05
H -7.96094 -5.88846 13.17196 -0.12 0.48 -0.08
H -8.11810 -8.00385 14.43025 0.10 0.31 0.18
H -7.14773 -8.63552 13.07900 0.30 -0.15 0.38
H -9.34239 -9.20734 12.60696 -0.02 -0.25 0.29
H -8.89211 -7.98699 11.46297 0.56 0.05 -0.24
H -11.07823 -7.27132 11.08894 0.06 0.24 -0.25
H -12.12041 -7.05966 12.49622 0.16 -0.05 0.13
H -11.50365 -8.65760 12.01267 0.10 -0.28 0.48
C 2.60094 -5.83021 14.38903 -0.64 0.95 -1.07
C 2.00061 -4.42095 13.99872 0.60 -1.70 -1.22
C 1.13551 -4.55971 12.65358 1.06 0.17 1.23
O 1.96309 -4.97224 11.57259 0.59 0.76 -0.34
C 2.83358 -3.89516 11.09436 -0.38 -0.53 0.19
N 1.29461 -3.88990 15.11007 -1.56 0.48 -0.02
H 2.79401 -6.37259 13.46347 0.08 -0.15 0.05
H 1.86751 -6.38198 14.97701 0.11 0.02 0.12
H 3.55681 -5.72989 14.90318 -0.16 0.04 0.23
H 2.86425 -3.78957 13.78995 0.20 0.18 -0.47
H 0.60080 -3.67495 12.30807 0.19 0.90 0.42
H 0.30337 -5.24171 12.82827 0.36 -0.69 -0.14
H 3.40859 -4.23901 10.23458 -0.13 -0.40 0.17
H 3.53082 -3.53312 11.84993 0.02 -0.31 0.13
H 2.26278 -3.03503 10.74441 -0.25 0.07 0.09
H 1.95327 -3.68944 15.84904 0.35 -0.24 0.56
H 1.06413 -2.93983 14.85640 -0.35 0.31 -0.07
C 1.95854 4.46059 13.38847 0.75 -0.86 -1.21
C 1.68677 4.69123 11.84563 -0.53 0.68 1.34
C 2.10661 3.49800 10.95188 0.59 0.94 1.65
O 3.50232 3.31395 11.07262 0.13 -0.24 -0.36
C 4.32201 4.21332 10.33985 -0.10 -0.01 -0.09
N 0.24873 4.88905 11.69046 -0.18 -0.36 -0.03
H 3.02828 4.40394 13.58981 0.11 0.12 -0.10
H 1.57989 3.46941 13.63806 -0.26 -0.17 0.09
H 1.54289 5.15069 14.12270 -0.27 0.36 -0.57
H 2.20505 5.60051 11.54116 0.37 0.01 -0.10
H 1.80685 3.59531 9.90844 -0.25 0.11 -0.08
H 1.63099 2.64630 11.43818 0.00 -0.43 -0.42
H 4.21041 4.14255 9.25788 -0.11 -0.61 -0.25
H 5.34706 3.96381 10.61391 -0.06 0.19 -0.07
H 4.11069 5.26748 10.51925 0.04 0.10 0.61
H 0.04322 4.94174 10.70300 -0.25 -0.06 -0.65
H -0.06521 5.78390 12.03799 0.18 0.16 0.42
C -3.00081 -8.34524 8.89845 1.44 -1.02 -0.12
C -3.63209 -9.30337 9.87951 1.38 0.37 1.69
C -3.29216 -8.92619 11.37966 0.13 0.07 -1.74
O -1.88673 -8.96903 11.61341 -0.72 0.08 0.17
C -1.65823 -8.70624 12.97730 0.49 -0.29 -0.01
N -5.00635 -9.33503 9.64278 -2.49 -0.14 -0.01
H -3.31777 -7.30317 8.94011 -0.15 -0.11 0.23
H -3.09816 -8.74231 7.88802 -0.40 0.21 -0.06
H -1.93765 -8.46386 9.10750 0.30 0.74 -0.08
H -3.20721 -10.30097 9.76831 0.10 -0.08 -0.38
H -3.85169 -9.59171 12.03701 0.12 -0.35 0.22
H -3.67737 -7.92063 11.54867 -0.05 0.43 0.15
H -2.00938 -7.71407 13.26084 -0.20 0.21 0.08
H -0.59076 -8.75468 13.19243 0.02 -0.03 -0.20
H -2.15612 -9.46503 13.58100 -0.12 0.01 0.27
H -5.41848 -8.43958 9.86280 -0.04 0.50 -0.27
H -5.52925 -9.96594 10.23322 0.18 -0.52 0.07
C -1.65279 -3.55077 7.88731 -1.06 0.45 0.11
C -0.44166 -4.27119 8.39805 -0.10 -0.16 -0.43
C 0.65955 -4.31729 7.36361 0.36 0.15 -0.54
O 0.21619 -4.91085 6.14075 -0.01 -0.28 0.21
C 1.17385 -4.90371 5.08526 -0.15 0.93 0.10
N -0.01103 -3.60141 9.61627 0.49 0.58 0.14
H -1.57018 -2.47231 7.75240 0.87 0.02 -0.35
H -2.40400 -3.54552 8.67709 -0.51 -0.61 -0.06
H -2.02410 -3.98402 6.95859 -0.15 -0.06 0.20
H -0.71877 -5.30581 8.60024 -0.17 -0.30 -0.01
H 1.48043 -4.87087 7.81947 0.41 -0.20 -0.22
H 0.99119 -3.29937 7.15877 0.22 0.24 0.00
H 0.72092 -5.14692 4.12411 -0.38 -0.67 0.39
H 2.05125 -5.52069 5.27917 -0.08 -0.18 0.11
H 1.50121 -3.88385 4.88319 0.36 0.33 0.38
H -0.75476 -3.65142 10.29779 -0.11 0.34 -0.35
H 0.74907 -4.04250 10.11406 0.30 -0.54 -0.54
C -7.62875 -0.04087 9.36700 -0.47 0.52 0.16
C -6.28681 -0.44283 9.99054 -1.93 0.10 0.18
C -6.43090 -0.53550 11.56222 0.89 1.29 -1.08
O -6.64554 0.79135 12.14413 0.21 -1.93 1.04
C -6.66572 0.69116 13.60903 0.19 1.62 -0.70
N -5.90664 -1.72305 9.39290 0.72 0.07 0.98
H -7.88859 0.98391 9.63233 -0.15 0.02 -0.09
H -8.45521 -0.68493 9.66739 0.05 -0.14 0.63
H -7.68079 -0.16780 8.28567 0.60 0.36 -0.19
H -5.55219 0.28773 9.65184 0.16 0.11 0.68
H -5.48133 -0.96403 11.88281 0.30 0.07 0.49
H -7.20302 -1.23718 11.87778 -0.34 0.03 -0.20
H -6.80924 1.69459 14.00982 -0.60 0.31 -0.50
H -5.68528 0.52972 14.05712 0.25 -1.12 -0.35
H -7.46901 0.08855 14.03291 0.18 -0.39 -0.39
H -5.72802 -1.49557 8.42520 -0.01 -0.46 -0.27
H -6.73683 -2.29668 9.43567 -0.02 -0.45 -0.28